83
Properties=species:S:1:pos:R:3:mulliken_charge:R:1 method="wB97M-V/def2-TZVPD" total_charge=+3 homo_energy_ha="-0.59115 / -0.59115" e_above_lowest_kj_mol=0.00 lumo_ev="-11.1702 / -11.1696"
Os 0.26296 -0.00879 0.18766 0.939
C -1.91522 4.18431 1.37408 -1.506
C -1.92978 2.64614 1.51280 0.713
C -3.35765 2.11520 1.46446 -1.718
C -1.02946 2.10974 0.43415 0.206
C -1.48942 1.32658 -0.64396 -0.417
C -0.61337 0.96112 -1.68423 -0.976
C 0.76348 1.32708 -1.69488 0.944
C 1.65346 0.96489 -2.84046 -1.573
C 1.24515 2.02590 -0.55407 -1.427
C 0.37498 2.37054 0.49246 -0.274
H -2.55528 4.60874 2.14611 0.447
H -2.31079 4.49227 0.40515 0.417
H -0.91827 4.60768 1.49659 0.372
H -1.47117 2.39521 2.47538 0.039
H -3.88433 2.46304 0.57358 0.473
H -3.90856 2.48956 2.32561 0.415
H -3.40760 1.02578 1.49558 0.329
H -2.52698 1.02537 -0.70389 0.582
H -0.99684 0.35050 -2.49300 0.514
H 1.60392 -0.10100 -3.06512 0.324
H 2.68627 1.25446 -2.66034 0.374
H 1.30202 1.49733 -3.72860 0.420
H 2.29712 2.27122 -0.46605 0.730
H 0.77438 2.88692 1.35676 0.879
C 1.47550 -3.55050 -1.05394 -1.346
C 0.05049 -3.07148 -0.88665 1.239
C -0.77859 -3.29112 -2.13851 -1.651
C -0.64576 -3.60580 0.34674 -1.249
O 0.06655 -1.55914 -0.76030 0.425
H 1.45492 -4.60732 -1.31986 0.520
H 2.06138 -3.44778 -0.13948 0.247
H 1.97015 -3.01828 -1.86725 0.326
H -0.89854 -4.36357 -2.29881 0.481
H -0.28417 -2.87763 -3.01738 0.389
H -1.77246 -2.85558 -2.03634 0.387
H -0.64807 -4.69522 0.28675 0.533
H -1.68526 -3.27827 0.38406 0.339
H -0.13376 -3.33520 1.26833 0.176
S -1.39248 -0.36320 6.51067 -0.120
C -1.02958 -0.28369 4.84426 1.198
C 0.15345 0.39725 4.46167 -1.301
C 0.49420 0.49880 3.14860 -0.211
N -0.28302 -0.01883 2.15963 1.537
C -1.42409 -0.66804 2.50875 -1.687
C -1.81324 -0.83233 3.80643 -1.003
C -2.90092 -1.30669 6.53780 0.018
C -4.12126 -0.65055 6.53862 0.033
C -5.26892 -1.43645 6.58544 -0.398
N -5.24041 -2.76421 6.63003 -0.512
C -4.05879 -3.37299 6.65568 -0.392
C -2.84826 -2.68959 6.61472 0.034
H 0.80344 0.83392 5.20958 0.516
H 1.41446 0.98282 2.84262 0.241
H -2.02469 -1.06016 1.69775 0.730
H -2.72680 -1.36965 4.02177 0.492
H -4.18869 0.42921 6.52129 0.447
H -6.24830 -0.97315 6.59219 0.394
H -4.07370 -4.45444 6.71865 0.394
H -1.90808 -3.22298 6.66128 0.443
C 3.25255 -2.33432 2.36001 -1.035
C 2.07629 -1.78334 1.91724 -0.311
N 2.04957 -0.86469 0.92606 0.422
C 3.21539 -0.46963 0.39512 -0.217
C 4.44895 -0.92972 0.82836 0.449
C 4.45779 -1.91488 1.80651 -0.713
C 5.68787 -0.40145 0.22820 -1.209
C 6.03586 0.87857 0.08213 -0.869
C 5.38062 2.10488 0.58645 1.075
C 6.02861 3.32156 0.42045 -0.674
C 5.42853 4.45411 0.95451 -0.326
N 4.28648 4.38935 1.63386 -0.566
C 3.75833 3.18397 1.75578 -0.108
N 4.21019 2.04134 1.25062 -0.247
H 3.22558 -3.08418 3.13833 0.530
H 1.13161 -2.07621 2.34850 0.406
H 3.17923 0.22813 -0.42608 0.665
H 5.39534 -2.33244 2.15268 0.598
H 6.40068 -1.15361 -0.09312 0.472
H 6.99508 1.06249 -0.38728 0.403
H 6.97428 3.38660 -0.09993 0.426
H 5.87562 5.43454 0.84270 0.441
H 2.84644 3.12557 2.34886 0.494



92
Properties=species:S:1:pos:R:3:mulliken_charge:R:1 method="wB97M-V/def2-TZVPD" multiplicity=3 total_charge=0 homo_energy_ha="-0.27438 / -0.28185" s_squared=2.03 lumo_ev="0.2745 / -0.4923"
Mo 0.68653 -0.99290 0.69200 -2.164
C -3.58914 2.88277 -4.51182 -1.036
O -2.47923 2.03286 -4.26560 -0.407
C -1.23323 2.56729 -4.42085 1.246
C -0.96733 3.77348 -5.04293 -0.577
C 0.34671 4.23033 -5.12991 -0.720
C 1.37310 3.48294 -4.58512 -1.209
C 1.10537 2.26850 -3.95507 0.092
C -0.19325 1.79790 -3.87762 -0.056
N -0.59205 0.58954 -3.23687 -0.213
C 0.16819 0.09857 -2.18164 -1.165
N 1.31344 -0.50520 -2.53696 0.445
C 2.48547 -0.28818 -1.77013 0.007
C 2.44920 -0.15750 -0.39137 1.815
C 3.62722 0.34607 0.18699 -0.369
C 4.77172 0.59369 -0.54246 -1.350
C 4.81245 0.34043 -1.91413 -0.549
C 3.65468 -0.09225 -2.52461 0.764
O 3.51490 -0.31521 -3.86848 -0.399
C 4.66707 -0.15365 -4.67928 -1.013
N -0.17307 0.22847 -0.93107 1.252
C -1.11760 1.29020 -0.66239 0.200
C -2.48294 1.11263 -0.73056 0.166
C -3.34878 2.16696 -0.45362 -1.557
C -2.82462 3.39950 -0.10509 -0.902
C -1.44724 3.59385 -0.04260 -0.645
C -0.59119 2.53875 -0.32654 -0.085
O 0.75905 2.63261 -0.34083 0.348
C 1.34735 3.76044 0.28427 -1.283
H -4.47214 2.33034 -4.20609 0.273
H -3.66556 3.13132 -5.57216 0.363
H -3.51083 3.79844 -3.92189 0.424
H -1.77362 4.36134 -5.45716 0.403
H 0.55240 5.17337 -5.61939 0.395
H 2.39421 3.83817 -4.63330 0.423
H 1.91888 1.71209 -3.50982 0.463
H -1.58003 0.62381 -3.02589 0.615
H 1.44105 -0.62123 -3.53095 0.503
H 3.65973 0.54589 1.24925 0.335
H 5.65940 0.96561 -0.04443 0.408
H 5.71952 0.50218 -2.47811 0.481
H 4.36652 -0.40243 -5.69226 0.285
H 5.46667 -0.82520 -4.36103 0.374
H 5.02565 0.87766 -4.64733 0.379
H -2.87628 0.13507 -0.98819 0.717
H -4.41908 2.01359 -0.49701 0.518
H -3.48590 4.22594 0.12508 0.436
H -1.04995 4.56126 0.22543 0.493
H 2.41662 3.56759 0.29882 0.190
H 0.97675 3.86512 1.30627 0.421
H 1.15381 4.67637 -0.27898 0.369
C 3.67175 -0.98511 3.90205 -2.009
C 2.54188 -0.74369 2.96043 0.513
N 2.36207 -1.43603 1.89223 0.876
O 3.25757 -2.45716 1.61773 -0.634
C 1.58229 0.32174 3.19816 0.497
C 1.62826 1.21786 4.38653 -1.857
N 0.64002 0.43496 2.26462 1.173
O -0.26034 1.30980 2.35699 -0.908
H 4.17955 -1.92020 3.69242 0.490
H 3.30181 -0.98492 4.92778 0.407
H 4.39488 -0.16922 3.81849 0.334
H 2.95990 -2.76540 0.74303 0.342
H 2.54093 1.82163 4.40466 0.315
H 1.58780 0.65679 5.32457 0.359
H 0.77004 1.88366 4.34798 0.435
C -4.90891 -2.06104 1.85452 -0.998
Si -4.09034 -3.29973 2.95295 0.191
C -4.62656 -2.98558 4.70449 -1.078
C -4.58500 -5.01323 2.44716 -1.079
C -2.20121 -3.25438 2.95256 0.513
C -1.55352 -4.05015 3.88406 -0.083
C -0.16076 -4.08793 3.98286 -1.440
C 0.56899 -3.28939 3.14021 -0.349
N -0.02610 -2.50643 2.23036 0.117
C -1.36385 -2.49590 2.10951 0.463
S -1.82427 -1.43008 0.83031 -0.259
H -5.98842 -2.14126 2.01666 0.378
H -4.69658 -2.24692 0.79985 0.290
H -4.59241 -1.04131 2.08608 0.308
H -5.71661 -3.01117 4.79237 0.341
H -4.28314 -1.99981 5.03111 0.318
H -4.21924 -3.72981 5.39407 0.325
H -5.67389 -5.11203 2.40925 0.331
H -4.20209 -5.75767 3.15096 0.327
H -4.18660 -5.24976 1.45691 0.336
H -2.13522 -4.66860 4.56205 0.293
H 0.34415 -4.72377 4.69618 0.404
H 1.64904 -3.28676 3.16159 0.667
O 1.28051 -4.67136 -1.74219 -0.659
C 1.11555 -3.67666 -1.11982 0.843
N 0.95746 -2.67311 -0.49833 -0.734



84
Properties=species:S:1:pos:R:3:mulliken_charge:R:1 method="wB97M-V/def2-TZVPD" total_charge=+1 homo_energy_ha=-0.38594 lumo_ev=-3.4616
Pd 0.27315 -0.86193 -0.05143 -0.080
N 3.04095 -0.52121 1.23380 -0.045
P 1.53970 -0.80510 2.01123 3.061
C 1.80243 -2.56219 2.47934 0.876
C 1.13432 -3.54682 1.75850 0.171
C 1.32528 -4.88317 2.05371 -0.864
C 2.19156 -5.24500 3.07292 -0.672
C 2.87757 -4.27046 3.78098 -0.805
C 2.69013 -2.93286 3.48454 -0.766
C 1.93708 0.02787 3.59282 0.075
C 1.24055 -0.34776 4.73957 -0.438
C 1.51207 0.25749 5.95161 -0.708
C 2.48226 1.24350 6.03456 -0.585
C 3.15357 1.64638 4.89314 -0.777
C 2.87445 1.05437 3.67397 -0.657
C 3.20025 -0.48054 -0.12006 -0.066
C 4.48735 -0.34621 -0.66410 -1.142
C 4.63778 -0.25663 -2.02674 -0.432
C 3.49504 -0.27461 -2.82078 -1.042
C 2.26605 -0.41429 -2.21840 -0.322
N 2.11247 -0.53918 -0.89605 0.213
H 3.89371 -0.58040 1.78009 0.400
H 0.45341 -3.26117 0.95255 -0.116
H 0.79146 -5.63992 1.49948 0.508
H 2.33396 -6.28720 3.31401 0.422
H 3.55229 -4.55542 4.57446 0.439
H 3.21166 -2.17490 4.05247 0.452
H 0.49409 -1.12801 4.68462 0.254
H 0.97355 -0.05227 6.83344 0.462
H 2.70257 1.70634 6.98313 0.407
H 3.90571 2.41807 4.94939 0.432
H 3.39661 1.39999 2.79128 0.414
H 5.33998 -0.31509 -0.00361 0.471
H 5.61681 -0.17073 -2.47040 0.446
H 3.55710 -0.18944 -3.89066 0.472
H 1.35979 -0.42950 -2.80757 0.311
C -2.94837 0.16974 -1.93619 -1.525
N -1.55398 0.52574 -2.14747 1.024
C -1.24908 0.22620 -3.54210 -1.395
C -1.30025 1.93363 -1.85488 -1.119
C -1.37646 2.26095 -0.36433 -1.037
N -0.31766 1.64921 0.44836 1.101
C -0.69060 1.79834 1.85564 -0.911
C 0.94260 2.36284 0.24022 -1.071
H -3.62447 0.80111 -2.53268 0.421
H -3.22416 0.26178 -0.88388 0.355
H -3.09913 -0.86943 -2.23113 0.355
H -1.97180 0.68894 -4.22966 0.397
H -1.28594 -0.85390 -3.68453 0.328
H -0.25839 0.58596 -3.81012 0.425
H -2.02328 2.58499 -2.37598 0.364
H -0.30342 2.17692 -2.23126 0.434
H -2.33177 1.91266 0.03091 0.395
H -1.34965 3.35694 -0.25131 0.404
H -0.90182 2.84854 2.10265 0.376
H 0.12342 1.46111 2.49883 0.259
H -1.57519 1.19775 2.07678 0.167
H 0.84172 3.42994 0.49154 0.441
H 1.26468 2.27679 -0.79738 0.230
H 1.71622 1.93100 0.87895 0.050
Ge -1.79839 -1.79363 0.51426 -0.259
C -2.45388 -3.22436 -0.70842 0.734
C -3.78702 -3.50457 -0.99489 -0.073
C -4.12351 -4.46273 -1.93535 -0.783
C -3.13178 -5.18440 -2.57978 -0.446
C -1.79990 -4.94352 -2.28265 -0.902
C -1.46955 -3.95775 -1.37178 -0.050
C -2.69908 -2.19048 2.24841 0.079
C -1.83512 -2.39668 3.31953 0.521
C -2.29910 -2.89734 4.52043 -0.803
C -3.64638 -3.17831 4.67168 -0.584
C -4.52460 -2.93772 3.62700 -0.729
C -4.05488 -2.44971 2.42127 -0.334
H -0.13410 -1.38597 -1.37589 0.198
H -4.57167 -2.94525 -0.50401 0.225
H -5.16294 -4.64354 -2.16971 0.423
H -3.39569 -5.92377 -3.32092 0.401
H -1.02170 -5.51212 -2.77195 0.418
H -0.41853 -3.73988 -1.17932 0.137
H -0.78000 -2.16894 3.19371 -0.037
H -1.61208 -3.07319 5.33438 0.485
H -4.01429 -3.57856 5.60389 0.392
H -5.57838 -3.14027 3.74813 0.417
H -4.74850 -2.25990 1.61422 0.338